The molecule C4H7NO in a non-equilibrium geometry. Source: the OMol25 dataset; level of theory: ωB97M-V with the def2-TZVPD basis set.

The geometry in XYZ format:
```
13
Properties=species:S:1:pos:R:3:forces:R:3
O -1.4999 1.4591 -0.2146 0.0 -0.2 0.2
H -0.8227 -1.9459 1.0462 0.0 0.0 0.1
H 1.4499 -1.4810 0.7160 -0.3 0.1 -0.5
H 0.3966 -1.3104 -0.9409 -0.9 -0.3 -1.0
H -0.2659 1.0826 -1.7588 0.0 -0.1 0.2
N -0.6558 -0.9738 0.8134 0.0 -0.2 0.2
C -0.4260 0.7315 -0.7373 0.3 -0.1 -0.3
C 0.6846 -0.7534 0.4238 0.1 0.4 1.2
H 1.7685 0.9448 -0.4660 -0.2 -0.2 0.1
C -0.6437 -0.8188 -0.6513 1.1 -0.1 -0.2
C 0.8725 0.7146 0.1213 0.0 0.2 0.2
H -1.7197 1.0232 0.6234 -0.1 0.1 -0.1
H 0.8614 1.3274 1.0249 0.0 0.2 -0.1
```
Forces are in eV/Å.

Results
- HOMO level: -8.616 eV
- Energy: -7794.8297 eV
- Spin multiplicity: 1
- SMILES: O[C@H]1C[C@H]2N[C@@H]12